1.
Molecular formula: C18H44ClNO2P2V
Method: DFT, ωB97M-V/def2-TZVPD

The geometry in ORCA input format:
```
! wB97M-V def2-TZVPD RIJCOSX def2/J DEFGRID3
* xyz -1 3
V -0.7696 0.3015 1.1605
P -2.3997 1.3546 0.0916
C -2.9272 1.1069 -1.6555
C -3.6818 0.7893 1.3150
C -1.9476 3.1277 0.3182
C -2.4870 -0.2360 -2.2776
H -2.3761 1.9185 -2.1685
C -4.4325 1.3227 -1.7143
H -4.9635 0.4459 -1.3273
H -4.6914 1.4627 -2.7699
H -4.7523 2.2108 -1.1537
H -1.4035 -0.2748 -2.4732
H -2.9995 -0.3367 -3.2475
H -2.7540 -1.1032 -1.6516
H -1.2354 3.3059 -0.5126
C -1.1995 3.4531 1.6312
C -3.2244 3.9305 0.1099
H -3.5618 3.8526 -0.9253
H -3.0011 4.9779 0.3353
H -4.0236 3.5923 0.7845
H -0.9878 2.5899 2.2958
H -1.7702 4.1998 2.2171
H -0.2119 3.8953 1.3845
C -4.0907 -0.6719 1.0504
H -4.5259 1.4829 1.1366
C -3.1180 0.9336 2.7430
H -4.4932 -0.8422 0.0442
H -4.8455 -0.9417 1.7979
H -3.2302 -1.3418 1.1830
H -2.1649 0.3896 2.9229
H -3.8654 0.5024 3.4241
H -2.9491 1.9888 3.0228
Cl -0.9284 -2.0168 1.2365
H -0.5071 0.0009 -0.5953
H 0.2758 0.3142 -0.3944
P 2.5664 -1.0930 -0.4011
C 3.6495 0.2645 -1.0274
C 3.4199 -2.1774 0.8661
C 2.1001 -2.0622 -1.8950
C 3.1979 1.6441 -0.4875
H 3.5236 0.3106 -2.1377
C 5.1365 0.0167 -0.7215
H 5.3026 0.0328 0.3710
H 5.7803 0.7892 -1.2006
H 5.4476 -0.9736 -1.1048
H 2.2240 1.9172 -0.9106
H 3.9092 2.4457 -0.7650
H 3.0482 1.6442 0.6036
H 1.7323 -1.2805 -2.5909
C 0.9239 -3.0376 -1.6878
C 3.3499 -2.7441 -2.5028
H 4.0754 -1.9824 -2.8325
H 3.0753 -3.3809 -3.3652
H 3.8450 -3.3670 -1.7376
H 0.2753 -2.7076 -0.8642
H 1.2522 -4.0705 -1.4713
H 0.2902 -3.0788 -2.5915
C 3.5885 -1.3934 2.1831
H 4.4302 -2.5067 0.4786
C 2.5398 -3.4114 1.1969
H 4.0855 -0.4165 2.0645
H 4.1978 -1.9898 2.9098
H 2.6185 -1.1844 2.6850
H 1.5156 -3.1096 1.4817
H 2.9501 -3.9748 2.0563
H 2.4402 -4.1010 0.3489
O 0.2278 0.6882 3.4771
N 0.8611 1.0291 2.3796
O 2.0429 1.4604 2.4698
*
```

Gap between HOMO and LUMO (spin up / spin down) ... 5.216 / 4.282 eV
E_LUMO (spin up / spin down) ... 2.82 / 2.81 eV
E_HOMO (spin up / spin down) ... -2.4 / -1.5 eV
Expectation value of S² ... 2.0488

***

2.
Molecular formula: C18H44FO18PS4
Method: DFT, ωB97M-V/def2-TZVPD

The geometry in ORCA input format:
```
! wB97M-V def2-TZVPD RIJCOSX def2/J DEFGRID3
* xyz 0 1
C 1.5730 -0.4634 -0.5694
C 1.4190 1.1373 -1.0296
O 2.1729 1.9973 -0.2893
O 0.5865 1.5756 -2.1656
C -0.7726 1.9964 -1.6964
O -0.8593 2.1838 -0.2415
P -2.4788 2.0039 0.3658
O -2.9220 3.2520 1.2856
O -2.4534 0.6119 1.4625
O -3.7079 1.7701 -0.8437
C -4.8561 1.1182 -0.1300
C -6.2401 1.1122 -1.0495
C -6.9296 -0.4092 -1.0877
F -5.9957 1.6266 -2.4225
H 0.5493 -0.9636 -0.3020
H 2.0191 -1.0879 -1.4816
H 2.3328 -0.5932 0.3353
H -0.9589 3.0563 -2.2130
H -1.5172 1.2147 -2.1466
H -2.1665 -0.1460 0.8443
H -4.5921 -0.0181 0.0837
H -5.1298 1.7139 0.8664
H -7.0614 1.8075 -0.5438
H -6.0459 -1.1900 -1.0822
H -7.6459 -0.5798 -0.1693
H -7.5655 -0.5706 -2.0838
O -1.3917 -2.0018 -1.6440
S -2.1566 -2.0056 -2.8729
O -3.5321 -1.5604 -2.9234
O -2.0588 -3.4826 -3.5537
C -2.4061 -4.6171 -2.7734
C -3.9110 -4.7849 -2.6807
C -1.2362 -1.1292 -4.1131
H -1.9518 -4.5615 -1.7786
H -1.9793 -5.4924 -3.2746
H -4.3607 -3.9766 -2.0964
H -4.1651 -5.7332 -2.1986
H -4.3672 -4.7572 -3.6754
H -0.2121 -1.5068 -4.1257
H -1.2420 -0.0693 -3.8528
H -1.7178 -1.2779 -5.0815
O 4.7388 -0.5631 1.4086
S 6.1018 -0.1221 1.6168
O 7.1714 -0.4768 0.7097
O 6.5555 -0.5009 3.1352
C 6.4181 -1.8449 3.5722
C 7.5421 -2.7160 3.0439
C 6.0991 1.6419 1.8205
H 5.4393 -2.2489 3.2931
H 6.4612 -1.8310 4.6666
H 7.4695 -2.8347 1.9587
H 7.5055 -3.7110 3.4966
H 8.5164 -2.2640 3.2552
H 5.3374 1.9117 2.5543
H 5.8661 2.0936 0.8546
H 7.0892 1.9607 2.1520
O -1.7638 -5.3558 4.7171
S -2.8047 -4.7245 3.9339
O -2.6950 -4.5591 2.5010
O -3.1701 -3.2836 4.6010
C -2.1212 -2.3554 4.8350
C -1.7230 -1.6376 3.5593
C -4.3465 -5.5304 4.2904
H -1.2595 -2.8475 5.2980
H -2.4989 -1.6214 5.5548
H -1.2473 -2.3257 2.8541
H -1.0164 -0.8309 3.7741
H -2.6015 -1.2180 3.0588
H -4.4668 -5.5997 5.3731
H -4.3153 -6.5293 3.8518
H -5.1584 -4.9525 3.8447
O 5.2485 5.6254 -1.7857
S 4.2690 6.5692 -2.2811
O 3.6486 7.5546 -1.4228
O 3.1010 5.7547 -3.0729
C 2.4405 4.6896 -2.4052
C 1.3919 5.2080 -1.4393
C 4.9523 7.4031 -3.6922
H 3.1608 4.0402 -1.8967
H 1.9491 4.0855 -3.1754
H 1.8573 5.7322 -0.5992
H 0.7966 4.3838 -1.0362
H 0.7248 5.9203 -1.9352
H 5.3645 6.6594 -4.3767
H 5.7428 8.0690 -3.3416
H 4.1638 7.9828 -4.1760
*
```

Gap between HOMO and LUMO ... 10.495 eV
E_LUMO ... 0.04 eV
E_HOMO ... -10.5 eV

***

3.
Molecular formula: C18H44N2O10P2S3
Method: DFT, ωB97M-V/def2-TZVPD

The geometry in ORCA input format:
```
! wB97M-V def2-TZVPD RIJCOSX def2/J DEFGRID3
* xyz 0 1
C -3.4788 2.6451 0.4144
C -4.2287 2.2405 -0.8463
P -3.3650 1.0684 -2.0119
C -4.5454 -0.3765 -2.1314
C -4.8569 -0.6955 -3.6022
P -1.6646 0.2854 -0.9022
C -0.1475 0.7252 -1.9150
C -0.2632 2.0111 -2.6826
N -0.6251 3.1340 -2.2042
C -1.7190 -1.5554 -1.0680
C -0.3735 -2.1521 -0.6875
C -0.4850 -3.6316 -0.3770
N 0.6675 -4.1688 0.2215
O -1.4614 -4.3140 -0.6752
H -2.5055 3.0823 0.2162
H -4.0584 3.4073 0.9341
H -3.3512 1.8167 1.1014
H -5.1604 1.7718 -0.5375
H -4.4819 3.1137 -1.4378
H -5.4450 -0.0790 -1.6009
H -4.1631 -1.2517 -1.6179
H -5.6668 -0.0696 -3.9581
H -5.0925 -1.7477 -3.7230
H -3.9871 -0.4700 -4.2116
H 0.7111 0.7679 -1.2526
H 0.0422 -0.0778 -2.6271
H 0.0211 1.9978 -3.7309
H -0.8407 3.0010 -1.2125
H -2.4853 -1.9424 -0.4060
H -2.0017 -1.8589 -2.0752
H -0.0101 -1.6630 0.2186
H 0.3756 -2.0474 -1.4637
H 0.5386 -5.1670 0.3166
H 0.8437 -3.7764 1.1395
O 2.7849 -3.8680 2.8254
S 4.1298 -4.2555 2.5118
O 4.8769 -5.0567 3.4285
O 4.9609 -2.9519 2.1495
C 4.9365 -1.8556 3.0912
C 5.8397 -2.0948 4.2840
C 4.1702 -5.0016 0.9198
H 3.9071 -1.6650 3.3977
H 5.2768 -0.9934 2.5219
H 5.4693 -2.9067 4.9080
H 5.8935 -1.1919 4.8922
H 6.8442 -2.3603 3.9561
H 3.6264 -4.3705 0.2217
H 3.6870 -5.9714 1.0122
H 5.2072 -5.1236 0.6199
O -4.4907 -0.2324 3.1299
S -3.4994 -0.6250 4.0852
O -2.1120 -0.4595 3.7851
O -3.7637 -2.1369 4.4979
C -3.8916 -3.0949 3.4219
C -2.5549 -3.4685 2.8113
C -3.8491 0.1119 5.6434
H -4.5780 -2.7024 2.6704
H -4.3610 -3.9644 3.8766
H -2.1109 -2.6233 2.2850
H -2.6870 -4.2838 2.0993
H -1.8545 -3.7825 3.5850
H -4.8962 -0.0506 5.8813
H -3.6396 1.1744 5.5449
H -3.2008 -0.3336 6.3927
O 4.2269 3.7356 -4.6136
S 4.5516 5.0363 -4.1122
O 5.1817 5.1708 -2.8360
O 3.2503 5.9434 -4.1606
C 2.0464 5.4213 -3.5478
C 2.0616 5.5345 -2.0394
C 5.4845 5.9219 -5.3129
H 1.8945 4.3907 -3.8689
H 1.2381 6.0168 -3.9658
H 2.8133 4.8805 -1.5987
H 1.0866 5.2489 -1.6469
H 2.2890 6.5540 -1.7271
H 4.9826 5.8451 -6.2729
H 6.4671 5.4584 -5.3570
H 5.5688 6.9568 -4.9938
*
```

Gap between HOMO and LUMO ... 7.878 eV
E_LUMO ... 0.45 eV
E_HOMO ... -7.4 eV

***

4.
Molecular formula: C18H44N3O6S
Method: DFT, ωB97M-V/def2-TZVPD

The geometry in ORCA input format:
```
! wB97M-V def2-TZVPD RIJCOSX def2/J DEFGRID3
* xyz -1 1
C 1.4013 0.7233 -5.4139
C 2.5802 1.6781 -5.3489
O 2.3076 2.8441 -6.1163
C 2.9541 2.0906 -3.9530
O 1.8693 2.6629 -3.3444
N 2.1229 2.8779 -1.8910
C 2.8584 4.1025 -1.7981
C 2.3644 4.9054 -0.6201
C 3.3147 5.9922 -0.1804
S 3.4071 7.3629 -1.3544
H 1.4249 0.2119 -6.3661
H 0.4892 1.2878 -5.3875
H 1.4172 -0.0244 -4.6430
H 3.4549 1.2276 -5.7891
H 1.6979 3.3644 -5.5680
H 3.7793 2.7989 -4.0465
H 3.3334 1.2530 -3.3749
H 3.9467 3.9546 -1.6412
H 2.7243 4.6868 -2.6961
H 1.4313 5.3701 -0.8910
H 2.1950 4.2496 0.2188
H 3.0681 6.3927 0.7867
H 4.3000 5.5665 -0.1179
H 4.6539 7.1990 -1.7471
C -1.9539 1.0857 -3.7843
O -0.9966 0.1645 -3.3307
C -0.5754 0.3809 -1.9816
C -1.0342 -0.7575 -1.1027
N -2.4846 -0.7820 -0.9306
C -2.9982 -1.9756 -0.2745
C -2.8219 -3.3142 -0.9784
O -3.5628 -3.4560 -2.1772
C -2.9324 -2.9548 -3.3428
H -2.0696 0.9337 -4.8590
H -2.9350 0.9459 -3.3062
H -1.6197 2.1129 -3.6095
H -0.9302 1.3426 -1.6161
H 0.5108 0.4329 -1.9725
H -0.5702 -0.6471 -0.1192
H -0.6552 -1.6888 -1.5538
H -2.9219 -0.6891 -1.8382
H -4.0728 -1.8276 -0.1208
H -2.5402 -2.0406 0.7162
H -3.1996 -4.0913 -0.3052
H -1.7650 -3.5426 -1.1629
H -1.8457 -3.0520 -3.2860
H -3.1800 -1.9076 -3.5304
H -3.2937 -3.5432 -4.1879
C 2.0562 -1.9462 6.2824
O 1.3126 -3.0930 5.9241
C 0.1965 -3.3665 6.7577
C -1.1053 -3.1567 6.0215
N -1.3385 -1.7467 5.7510
C -2.4751 -1.4677 4.8790
C -2.4258 -1.9720 3.4433
O -1.4513 -1.3426 2.6414
C -0.1509 -1.8993 2.6964
H 2.9461 -1.9314 5.6570
H 1.4977 -1.0188 6.1158
H 2.3648 -1.9863 7.3316
H 0.2302 -2.7517 7.6621
H 0.2630 -4.4165 7.0593
H -1.9252 -3.5344 6.6408
H -1.0681 -3.7667 5.1074
H -0.5060 -1.3490 5.3358
H -2.5947 -0.3831 4.8374
H -3.3768 -1.8688 5.3544
H -3.3886 -1.7286 2.9842
H -2.3181 -3.0637 3.3863
H -0.1825 -2.9804 2.8601
H 0.4645 -1.4340 3.4714
H 0.3276 -1.7037 1.7372
*
```

Gap between HOMO and LUMO ... 4.359 eV
E_LUMO ... 2.31 eV
E_HOMO ... -2.0 eV

***

5.
Molecular formula: C18H45CrCs2N3O12PS2
Method: DFT, ωB97M-V/def2-TZVPD

The geometry in ORCA input format:
```
! wB97M-V def2-TZVPD RIJCOSX def2/J DEFGRID3
* xyz -2 4
Cr -1.3331 -2.4909 4.5078
Cs -0.7983 -5.1902 1.1870
Cs -1.2169 1.5636 2.3983
P -2.3027 -4.4745 5.3719
O -2.4328 -4.1287 3.9134
O -2.7440 -3.1245 5.9538
O -0.8085 -4.1211 5.3867
O -2.4486 -5.8383 6.0864
S -2.1716 -0.1377 5.5302
O -1.6904 1.1618 5.0640
O -3.2453 -0.2124 6.5238
O -2.5478 -0.9428 4.4005
O -1.0365 -1.0353 5.8248
S 0.4674 -1.8517 2.6698
O 0.5819 -2.1897 4.0651
O 0.9004 -0.4793 2.4015
O 0.9163 -2.9093 1.8542
O -0.9774 -1.9286 2.6124
C 3.2011 -1.0817 -0.4127
C 3.0324 -0.9417 -1.9395
N 4.2037 -1.3822 -2.6991
C 4.7495 -2.6373 -2.2565
C 3.8366 -3.8473 -2.3748
C 3.9751 -1.2941 -4.1888
C 5.2831 -1.5866 -4.9964
H 4.1055 -0.6011 -0.0395
H 3.1178 -2.1327 -0.1358
H 2.2859 -0.6769 0.0194
H 2.1680 -1.4952 -2.3063
H 3.0603 0.0835 -2.3089
H 5.0092 -2.6100 -1.1983
H 5.7298 -2.8001 -2.7044
H 3.2899 -4.0025 -3.3050
H 3.0956 -3.7200 -1.5856
H 4.2555 -4.8443 -2.2386
H 3.2328 -2.0432 -4.4644
H 3.6138 -0.2916 -4.4179
H 5.0614 -1.2719 -6.0162
H 6.1012 -0.8985 -4.7834
H 5.5065 -2.6524 -5.0428
C 0.5349 6.2779 1.2973
C 0.0666 4.9044 1.6799
N 0.2526 3.8242 0.7077
C -0.5010 3.9118 -0.5992
C -2.0114 4.1370 -0.5196
C 1.6794 3.4920 0.6834
C 1.9558 2.0735 0.1547
H 0.6435 6.9780 2.1257
H -0.1884 6.7550 0.6359
H 1.5020 6.2193 0.7979
H 0.4509 4.5798 2.6469
H -1.0091 5.0341 1.7995
H -0.0557 4.7277 -1.1684
H -0.3999 3.0347 -1.2384
H -2.2318 4.8926 0.2345
H -2.3151 4.4700 -1.5120
H -2.6047 3.2590 -0.2643
H 2.1309 3.5386 1.6744
H 2.2200 4.2039 0.0597
H 1.5274 1.8768 -0.8281
H 1.7163 1.3894 0.9688
H 3.0405 1.9791 0.1042
C -4.1226 -0.1886 1.0529
C -3.1137 -0.6494 0.0275
N -3.2349 0.0237 -1.2782
C -4.5420 -0.0358 -1.8397
C -4.8994 -1.4068 -2.4375
C -2.1385 -0.2902 -2.2187
C -0.7027 -0.1187 -1.6955
H -4.0755 0.8921 1.1868
H -3.8736 -0.5459 2.0521
H -5.1394 -0.5160 0.8357
H -2.0940 -0.4973 0.3814
H -3.1664 -1.7051 -0.2386
H -5.1838 0.2180 -0.9961
H -4.8290 0.8041 -2.4724
H -4.4868 -1.4586 -3.4451
H -4.4162 -2.2412 -1.9292
H -5.9751 -1.5812 -2.4639
H -2.2676 0.3275 -3.1075
H -2.2563 -1.2556 -2.7109
H -0.5867 0.7683 -1.0727
H 0.0932 -0.1471 -2.4397
H -0.4193 -0.8972 -0.9872
*
```

Gap between HOMO and LUMO (spin up / spin down) ... 2.610 / 2.957 eV
E_LUMO (spin up / spin down) ... 2.71 / 2.70 eV
E_HOMO (spin up / spin down) ... 0.1 / -0.3 eV
Expectation value of S² ... 3.7780

***

6.
Molecular formula: C18H45N2O8P2
Method: DFT, ωB97M-V/def2-TZVPD

The geometry in ORCA input format:
```
! wB97M-V def2-TZVPD RIJCOSX def2/J DEFGRID3
* xyz 1 1
N 0.9842 -0.0012 -3.6315
C 0.1495 0.7096 -4.6122
C -1.2966 0.5469 -4.1579
C -1.9004 -0.8167 -4.4197
C -3.4092 -0.9141 -4.0662
C -4.2311 0.4073 -4.1085
C -3.4184 1.7002 -4.0455
N -2.1806 1.5466 -4.8732
H 1.1186 0.6025 -2.8262
H 1.9138 -0.0867 -4.0295
H 0.3122 0.3270 -5.6174
H 0.3896 1.7816 -4.5452
H -1.3635 0.7492 -3.0880
H -1.6749 -1.1758 -5.4268
H -1.3729 -1.5026 -3.7572
H -3.8674 -1.5991 -4.7747
H -3.4950 -1.3446 -3.0716
H -4.9002 0.4240 -3.2505
H -4.8511 0.4375 -5.0040
H -4.0085 2.4994 -4.4958
H -3.1729 2.0414 -3.0432
H -1.6855 2.4386 -4.8729
H -2.4121 1.2267 -5.8125
O -0.2057 2.8326 1.4433
P -1.5456 2.8842 2.0411
O -1.6010 2.1749 3.4582
C -0.8589 2.7190 4.5692
C -1.4666 3.9977 5.1093
O -2.4307 1.7999 1.1984
C -1.8891 1.1685 0.0558
C -1.2420 -0.1566 0.4060
O -2.7186 3.9412 2.1920
C -2.8413 5.0277 1.2444
C -3.1647 4.5516 -0.1578
H 0.1804 2.8753 4.2702
H -0.8710 1.9483 5.3368
H -1.3835 4.8137 4.3893
H -0.9546 4.3007 6.0220
H -2.5255 3.8590 5.3246
H -1.1763 1.8277 -0.4489
H -2.7201 0.9972 -0.6405
H -0.6006 -0.0648 1.2814
H -0.6463 -0.5307 -0.4314
H -2.0001 -0.9031 0.6458
H -1.9235 5.6181 1.2492
H -3.6414 5.6608 1.6199
H -2.3133 4.0299 -0.6033
H -3.4064 5.4041 -0.7929
H -4.0083 3.8615 -0.1448
O 2.4814 -4.5458 1.5540
P 3.4984 -3.4908 1.6237
O 4.8405 -3.9182 0.8706
C 4.8241 -4.1428 -0.5445
C 4.7041 -2.8577 -1.3433
O 4.0526 -3.4916 3.1397
C 3.4408 -4.2887 4.1562
C 4.1196 -5.6367 4.2887
O 3.5721 -1.9094 1.4376
C 2.3965 -1.1106 1.6994
C 1.9734 -1.1368 3.1546
H 4.0155 -4.8343 -0.7953
H 5.7663 -4.6352 -0.7778
H 3.7279 -2.3902 -1.1984
H 4.8273 -3.0635 -2.4074
H 5.4603 -2.1388 -1.0287
H 2.3741 -4.4067 3.9639
H 3.5383 -3.7285 5.0877
H 4.2704 -6.1005 3.3145
H 3.5259 -6.3072 4.9108
H 5.1023 -5.5241 4.7483
H 1.5795 -1.4510 1.0581
H 2.6468 -0.0919 1.4087
H 1.5833 -2.1159 3.4386
H 1.1868 -0.4005 3.3271
H 2.8188 -0.9187 3.8056
*
```

Gap between HOMO and LUMO ... 8.678 eV
E_LUMO ... -3.07 eV
E_HOMO ... -11.7 eV